# 1
C23H41N2P3RhS | ωB97M-V/def2-TZVPD

Output
Molar mass ... 573.49 u
<S²> ... 6.03
Kohn-Sham gap (alpha / beta) ... 7.138 / 5.341 eV
Spin multiplicity ... 5
ΔE to the lowest compared entry with this formula, charge and spin ... 0.0 kcal/mol
Total charge ... +3

Each line ends with the Löwdin charge.
Atoms and positions in Å:
H: 1.608 3.707 2.402  0.052
H: 1.899 2.777 -1.415  0.050
C: 0.342 -1.594 6.586  -0.124
H: -1.318 1.302 -4.019  0.138
C: -0.192 -1.377 -2.269  -0.687
H: -1.620 0.769 2.913  0.012
S: 0.206 -1.840 -0.667  0.767
H: 3.839 -0.796 -0.326  0.057
H: -3.231 1.120 -0.336  0.036
H: -2.317 0.595 -1.749  0.002
H: 2.725 -1.373 5.306  0.148
Rh: 1.066 0.195 0.548  0.496
H: -4.091 0.767 -1.848  0.089
C: 0.568 -1.446 5.179  -0.180
H: 3.173 -0.986 -5.302  0.063
H: 1.769 -3.329 -3.893  0.045
H: 3.396 -2.573 -3.344  0.069
H: -1.499 -1.665 4.631  0.145
H: -5.249 -2.911 -1.209  0.072
C: 2.350 -1.625 -4.983  -0.042
C: 3.774 1.779 1.753  -0.208
C: 2.482 -2.504 -3.970  -0.070
H: -1.295 -0.514 -5.890  0.139
H: 3.148 2.258 2.517  0.031
P: -0.024 2.017 1.472  0.750
P: 2.837 1.311 0.283  0.605
C: 0.784 3.073 2.782  -0.217
C: -3.251 0.433 -1.203  -0.161
H: -3.729 -0.177 1.510  0.037
H: -3.717 -1.910 1.745  0.074
H: -1.287 2.645 -0.529  0.034
H: -1.343 -2.911 -5.143  0.148
H: -2.439 1.564 1.550  0.021
H: -1.136 4.026 0.629  0.081
P: -3.486 -1.331 -0.649  0.963
H: -5.167 -1.129 1.030  0.076
C: -0.520 -2.382 -3.215  -0.127
H: 3.635 3.057 -0.999  0.077
N: 0.936 -0.640 2.544  -0.101
H: 0.038 3.752 3.243  0.075
H: 2.965 -0.481 2.972  0.100
C: 1.987 -0.774 3.370  -0.079
C: -1.641 1.682 2.307  -0.235
C: -0.598 3.176 0.157  -0.236
C: -0.321 -0.026 -2.684  -0.134
H: 1.188 2.403 3.563  0.053
H: 2.965 -0.095 -1.676  0.035
H: -0.305 -3.419 -2.944  0.121
H: 1.497 -1.670 -5.669  0.052
H: 0.130 0.757 -2.072  0.081
H: -2.243 -1.976 -0.416  -0.027
C: 3.660 0.143 -0.858  -0.217
C: -4.073 -1.124 1.055  -0.202
H: 4.582 0.642 -1.169  0.072
H: -4.504 -2.360 -2.709  0.077
C: -4.298 -2.611 -1.656  -0.177
H: -3.623 -3.479 -1.711  0.069
H: -1.883 2.486 3.027  0.077
C: 2.627 2.870 -0.598  -0.237
C: -0.999 0.257 -3.874  -0.041
C: -0.493 -1.433 4.278  0.030
H: 4.207 0.880 2.204  0.050
C: -1.158 -0.745 -4.841  0.005
H: 4.558 2.483 1.438  0.083
N: 0.133 -1.686 7.729  0.240
H: -1.102 -0.958 2.271  0.084
H: 2.325 3.688 0.076  0.059
C: -1.054 -2.090 -4.459  -0.037
H: 0.235 3.583 -0.435  0.022
C: 1.845 -1.221 4.685  0.047
C: -0.272 -1.035 2.971  -0.170

***

# 2
C4H2N2O | ωB97M-V/def2-TZVPD

Output
Molar mass ... 94.07 u
Kohn-Sham gap ... 8.570 eV
Spin multiplicity ... 1
ΔE to the lowest compared entry with this formula, charge and spin ... 176.6 kcal/mol

Each line ends with the Löwdin charge.
Atoms and positions in Å:
C: 0.529 -0.574 -0.221  -0.384
N: 3.125 -0.274 0.006  0.145
C: -0.338 1.891 -0.112  0.095
C: 0.246 0.840 -0.373  -0.123
H: -1.096 2.802 0.585  0.190
H: -2.218 -1.670 0.415  0.241
O: -1.641 -0.802 -0.063  -0.094
N: -0.471 -1.451 -0.173  0.022
C: 1.863 -0.763 -0.062  -0.093

***

# 3
C28H77N7O7 | ωB97M-V/def2-TZVPD

Output
Molar mass ... 623.97 u
SMILES string ... COC[C@H](C)N.COC[C@H](C)N.COC[C@H](C)N.COC[C@H](C)N.COC[C@H](C)N.COC[C@H](C)N.COC[C@H](C)N
Kohn-Sham gap ... 9.599 eV
Spin multiplicity ... 1
ΔE to the lowest compared entry with this formula, charge and spin ... 77.0 kcal/mol

Each line ends with the Löwdin charge.
Atoms and positions in Å:
H: 0.487 -7.120 -1.330  0.065
C: 2.115 -5.384 3.003  -0.225
H: -3.554 6.793 -4.312  0.061
H: -1.192 -3.776 -3.155  0.131
H: 0.984 -2.861 -2.711  0.064
H: 2.385 -5.633 0.931  0.144
C: -0.144 0.095 4.681  -0.061
H: 0.014 -0.229 -2.019  0.102
C: 3.600 3.399 2.401  -0.236
C: -2.280 9.967 -3.411  -0.097
H: -0.941 1.336 1.605  0.055
H: 0.822 -2.149 5.921  0.130
C: -2.265 5.318 -1.657  -0.063
H: -1.655 1.848 -1.823  0.029
H: -2.308 -0.505 -2.742  0.109
H: 3.243 3.242 5.609  0.087
H: 3.924 -2.678 5.606  0.080
H: -3.803 6.822 -1.899  0.133
H: -1.235 -1.346 1.395  0.070
N: -3.238 6.018 -3.729  0.018
H: -2.670 2.489 -3.667  0.079
H: 4.745 2.902 4.705  0.089
O: -0.832 -6.357 -2.752  -0.169
H: 0.957 -0.391 -0.517  0.115
H: 2.441 -7.132 5.381  0.089
H: -2.151 1.190 -0.527  0.032
H: 0.921 -1.078 3.124  0.126
H: -1.361 2.620 -4.455  0.083
H: 3.428 3.002 -0.309  0.072
C: -0.944 0.026 -5.236  -0.051
H: -5.321 -1.267 -3.112  0.090
H: -1.095 -2.106 4.956  0.062
H: -4.531 -0.675 -1.569  0.079
N: 0.536 -6.481 1.435  0.045
C: 0.446 -1.194 4.101  -0.394
H: 3.824 6.160 1.303  0.063
H: 0.098 -3.848 1.936  0.067
H: 2.967 5.905 2.645  0.066
H: -1.484 -1.665 3.382  0.043
N: -1.525 1.940 -0.799  0.057
H: 0.458 2.032 -0.982  0.129
H: 4.683 3.575 2.307  0.128
O: -4.117 0.417 -3.211  -0.193
H: -0.778 -0.022 5.563  0.080
H: 4.148 -1.113 6.450  0.087
H: 1.807 4.072 1.600  0.114
O: 2.641 -6.643 3.397  -0.189
H: -2.412 5.699 -4.231  0.061
H: 0.177 -2.245 -3.945  0.031
H: 3.436 2.350 2.117  0.121
H: 2.901 -4.623 2.957  0.132
O: 3.094 3.690 3.672  -0.196
H: 1.131 -5.732 -3.216  0.132
O: -2.950 8.798 -2.939  -0.195
H: -2.412 -0.051 0.804  0.076
H: 3.145 1.881 4.638  0.078
C: 3.430 -1.880 6.176  -0.099
C: 1.546 -5.430 1.605  -0.440
H: 4.220 4.583 -0.215  0.073
H: 0.246 2.487 1.233  0.064
H: 3.426 -5.680 5.091  0.076
C: 3.162 -6.669 4.699  -0.114
H: -1.140 7.674 -3.088  0.126
H: -2.851 0.898 -5.273  0.133
H: -0.944 -3.627 -5.558  0.065
H: 0.005 -5.212 -5.450  0.082
H: 0.354 -4.151 0.269  0.058
C: 1.384 -1.988 4.992  -0.213
H: -1.646 10.414 -2.645  0.088
O: 2.543 -1.224 5.280  -0.189
C: -5.049 -0.415 -2.497  -0.059
H: 1.605 -2.934 4.496  0.106
H: -1.343 -0.687 -5.953  0.081
H: -1.119 -6.944 -0.822  0.076
H: -0.824 0.547 3.959  0.066
C: 0.179 -5.362 -2.820  -0.219
H: 0.735 0.757 1.517  0.068
H: -0.079 -0.274 -4.643  0.060
H: -3.154 -1.096 -4.240  0.128
N: 0.740 -3.052 -3.683  0.057
N: 2.961 5.748 1.641  0.036
H: -0.459 0.800 -5.843  0.077
H: -2.719 5.249 -0.664  0.075
N: -0.785 -2.044 3.998  0.024
H: 0.402 -5.041 -1.797  0.095
C: -0.534 -7.256 -1.696  -0.120
H: 4.097 -7.234 4.692  0.087
H: 2.509 4.413 -0.731  0.072
H: 2.982 -2.405 7.023  0.087
H: -2.754 -1.595 0.561  0.095
C: -0.747 -4.554 -5.012  -0.057
C: 2.853 4.308 1.398  -0.433
H: 1.635 -3.333 1.094  0.080
H: -1.707 -5.066 -4.991  0.075
C: 0.004 1.433 1.080  -0.057
C: -0.211 1.345 -0.452  -0.388
C: -0.022 -0.121 -0.934  -0.162
H: -1.825 9.772 -4.382  0.088
C: 3.282 4.053 -0.053  -0.061
H: 1.236 -5.213 3.637  0.129
H: 0.677 0.752 4.998  0.071
N: -1.812 1.959 -3.823  0.037
H: 0.995 -7.358 1.689  0.076
H: -0.162 -6.456 2.179  0.083
H: -1.680 8.031 -1.482  0.126
C: 3.660 2.844 4.679  -0.084
C: -2.100 0.693 -4.493  -0.421
C: -2.053 7.810 -2.496  -0.238
C: -2.950 -0.237 -3.588  -0.229
H: -1.182 5.414 -1.551  0.075
C: -2.872 6.520 -2.381  -0.410
H: -3.103 10.665 -3.581  0.086
C: -1.855 -0.963 0.579  -0.132
H: -2.492 4.332 -2.053  0.041
C: 0.882 -4.115 1.222  -0.065
H: -5.846 0.264 -2.210  0.090
C: -0.259 -4.129 -3.619  -0.445
H: -0.705 -8.323 -1.837  0.083
O: -1.119 -0.978 -0.603  -0.197

***

# 4
C4H15NO3 | ωB97M-V/def2-TZVPD

Output
Molar mass ... 125.17 u
SMILES string ... CC/C=C/N.O.O.O
Kohn-Sham gap ... 8.366 eV
Spin multiplicity ... 1
ΔE to the lowest compared entry with this formula, charge and spin ... 27.4 kcal/mol

Each line ends with the Löwdin charge.
Atoms and positions in Å:
H: -2.416 0.509 0.285  0.055
C: 0.810 0.561 -0.096  -0.149
H: 3.118 -0.300 -1.119  0.072
O: -4.397 -0.700 -0.550  -0.056
C: -0.406 0.695 0.423  -0.228
H: 3.847 -0.999 0.444  0.066
H: -2.144 -2.706 -0.601  0.027
N: -1.606 0.702 -0.276  0.038
H: 1.717 2.760 1.239  0.002
H: -1.635 0.375 -1.227  0.079
H: 2.448 -1.558 -0.314  0.071
H: 1.914 -0.005 1.665  0.112
H: -0.584 0.885 1.479  0.118
H: -4.420 -1.632 -0.784  0.024
H: -4.238 -0.241 -1.379  0.040
H: 2.686 1.288 0.686  0.073
O: 2.422 3.289 1.632  -0.064
H: 1.991 4.143 1.749  0.040
C: 2.093 0.382 0.666  -0.273
O: -2.221 -3.206 -1.419  -0.056
H: -2.804 -3.953 -1.265  0.034
C: 2.978 -0.616 -0.081  -0.127
H: 0.849 0.326 -1.158  0.102

***

# 5
C4H9NO3 | ωB97M-V/def2-TZVPD

Output
Molar mass ... 119.12 u
SMILES string ... CC(=O)O.CC(N)=O
Kohn-Sham gap ... 10.512 eV
Spin multiplicity ... 1
ΔE to the lowest compared entry with this formula, charge and spin ... 11.3 kcal/mol

Each line ends with the Löwdin charge.
Atoms and positions in Å:
C: 1.903 -0.220 0.068  -0.546
N: -3.174 -0.466 0.076  0.130
H: 3.591 0.997 0.678  0.074
H: -0.599 1.665 0.082  0.079
C: -1.867 -0.074 -0.115  -0.576
H: -3.421 -1.431 0.249  0.099
O: 0.959 0.465 0.751  0.043
O: 1.807 -1.389 -0.163  0.104
H: -3.936 0.251 0.379  0.148
C: 3.140 0.660 -0.240  0.020
H: -2.367 2.024 0.313  0.073
H: 0.263 -0.149 0.916  0.053
H: 2.827 1.535 -0.806  0.079
H: -1.869 1.671 -1.352  0.114
C: -1.637 1.422 -0.259  -0.010
O: -0.934 -0.838 -0.200  0.042
H: 3.836 0.062 -0.809  0.076

***

# 6
C3H5N3 | ωB97M-V/def2-TZVPD

Output
Molar mass ... 83.09 u
SMILES string ... N=[N+]=C[N+]1=CC1
Kohn-Sham gap ... 8.223 eV
Spin multiplicity ... 1
ΔE to the lowest compared entry with this formula, charge and spin ... 128.1 kcal/mol
Total charge ... +2

Each line ends with the Löwdin charge.
Atoms and positions in Å:
N: 1.697 0.295 -0.025  0.153
H: -2.085 0.349 -1.228  0.199
H: 0.718 2.209 -0.232  0.226
H: -2.511 0.574 0.558  0.162
C: -0.644 -0.841 0.066  0.205
H: -0.560 -1.910 0.305  0.201
N: -0.346 0.384 0.201  0.034
H: 2.647 -1.555 0.395  0.257
N: 2.027 -0.804 -0.024  0.411
C: 0.778 1.134 0.089  0.076
C: -1.722 0.165 -0.105  0.075

***

# 7
C4H10 | ωB97M-V/def2-TZVPD

Output
Molar mass ... 58.12 u
Kohn-Sham gap ... 8.920 eV
Spin multiplicity ... 1
ΔE to the lowest compared entry with this formula, charge and spin ... 106.2 kcal/mol

Each line ends with the Löwdin charge.
Atoms and positions in Å:
C: -0.609 0.868 1.158  -0.083
H: 1.599 -0.165 0.673  -0.013
H: -0.675 -1.212 0.720  0.104
H: 1.382 -1.033 -0.860  0.022
C: -1.472 -0.112 -0.985  -0.047
H: -2.283 -0.863 -1.184  0.044
C: 2.098 -0.470 -0.241  -0.047
H: -2.704 0.565 -0.074  0.211
H: 2.908 -1.184 -0.149  0.015
H: -0.111 0.783 2.120  0.053
C: -0.903 -0.186 0.383  -0.395
H: -1.142 0.675 -1.652  0.050
H: 2.456 0.473 -0.655  0.027
H: -0.546 1.861 0.745  0.058

***

# 8
C4H9NO2 | ωB97M-V/def2-TZVPD

Output
Molar mass ... 103.12 u
SMILES string ... CNC(=O)CCO
Kohn-Sham gap ... 10.405 eV
Spin multiplicity ... 1
ΔE to the lowest compared entry with this formula, charge and spin ... 25.6 kcal/mol

Each line ends with the Löwdin charge.
Atoms and positions in Å:
H: -2.303 1.142 1.169  0.087
C: -0.549 0.047 -0.619  -0.522
H: 2.007 0.273 1.062  0.120
H: -3.117 -0.409 1.429  0.077
H: 1.643 1.504 -0.255  0.117
N: -1.442 -0.552 0.230  0.001
H: -3.281 0.366 -0.145  0.085
H: -1.063 -1.238 0.868  0.122
O: 3.190 0.239 -0.597  -0.073
O: -0.888 0.932 -1.375  0.071
C: 1.913 0.499 -0.004  -0.233
H: 1.118 -0.590 -1.636  0.127
C: 0.867 -0.459 -0.585  -0.103
H: 0.949 -1.431 -0.102  0.111
H: 3.558 -0.530 -0.137  0.087
C: -2.605 0.206 0.696  -0.072